No. 1
Here is C7H19Cl3HgNO3 as an isolated structure from the OMol25 dataset. Energies are from ωB97M-V/def2-TZVPD.

HOMO level: -4.74 eV
lowest unoccupied orbital energy: 2.44 eV

```
! RIJCOSX wB97M-V def2-TZVPD def2/J DEFGRID3
* xyz -1 1
Hg 20.3071 -9.5340 5.4385
Cl 20.2246 -10.4883 7.8343
Cl 22.5363 -10.5070 4.4517
Cl 21.0174 -7.1519 6.5863
C 17.4423 -7.8041 5.8304
O 17.8912 -9.1219 5.5890
C 17.0671 -9.8986 4.7837
C 17.5343 -11.3499 4.8684
N 18.9721 -11.4630 4.5467
C 19.6164 -12.6788 5.0368
C 19.0934 -13.9769 4.4624
O 17.7727 -14.2616 4.8685
C 17.3191 -15.4703 4.3122
H 17.3073 -7.3068 4.8628
H 18.1914 -7.3317 6.4600
H 16.4651 -7.8444 6.3262
H 16.9936 -9.4595 3.7706
H 16.0187 -9.8767 5.1277
H 16.8847 -11.9536 4.2277
H 17.3211 -11.6605 5.8910
H 18.9164 -11.4657 3.5294
H 19.5454 -12.6776 6.1259
H 20.6818 -12.6474 4.7977
H 19.7516 -14.7752 4.8375
H 19.1882 -13.9609 3.3650
H 18.0489 -16.2746 4.4686
H 17.1101 -15.3719 3.2398
H 16.4017 -15.7537 4.8277
C 20.7308 -7.5411 2.8084
O 19.7385 -8.3868 3.4318
H 20.2401 -6.7512 2.2456
H 21.3456 -7.1080 3.5989
H 21.4465 -8.1749 2.2814
H 19.4756 -9.0210 2.7580
*
```

***

No. 2
Here is C18H38Be2ClN2O6 as an isolated structure from the OMol25 dataset. Energies are from ωB97M-V/def2-TZVPD.

HOMO level: -14.70 eV
lowest unoccupied orbital energy: -13.18 eV
ΔE to the lowest compared entry with this formula, charge and spin: 566.7 kJ/mol

```
! RIJCOSX wB97M-V def2-TZVPD def2/J DEFGRID3
* xyz 3 1
Be -3.4067 5.9909 0.2432
Be 1.0548 2.0589 9.2433
Cl -1.9871 0.9565 2.6963
O -3.2992 1.5717 2.6883
O -1.4055 1.0082 3.9586
O -2.1059 -0.4097 2.1838
O -1.2556 1.6835 1.6886
C -6.5136 1.2310 -6.0313
C -5.7782 1.2084 -4.6456
C -5.6337 -0.2521 -4.1470
C -4.6491 -1.0376 -4.9728
C -3.3835 -0.3068 -4.9541
C -3.3506 1.1894 -5.3162
N -4.4131 1.8047 -4.5858
O -4.3932 3.1583 -4.5730
C -1.8972 1.6302 -4.9008
C -3.3636 1.3286 -6.8920
C -6.7526 1.8485 -3.5902
H -7.4380 0.6539 -6.0564
H -5.8492 0.6910 -6.7060
H -6.8249 2.1853 -6.4560
H -5.2404 -0.2472 -3.1305
H -6.6040 -0.7485 -4.1327
H -4.9258 -1.1497 -6.0211
H -4.4167 -2.0276 -4.5804
H -2.8199 -0.9166 -5.6602
H -2.9927 -0.4233 -3.9433
H -1.6992 2.6713 -5.1559
H -1.6500 1.3148 -3.8871
H -1.1847 0.9691 -5.3941
H -4.1273 2.0526 -7.1759
H -2.3838 1.5658 -7.3066
H -3.4702 0.4341 -7.5057
H -7.6258 1.1973 -3.6313
H -7.0002 2.8650 -3.8960
H -6.3247 1.9704 -2.5952
H -4.4042 3.4397 -5.4907
C 6.9621 -0.4057 4.3623
C 5.4059 -0.0511 4.2801
C 5.1335 -0.2405 2.7526
C 4.8879 -1.6774 2.2993
C 4.1611 -2.5786 3.2829
C 4.3082 -2.4515 4.7809
N 4.5325 -1.0140 5.1882
O 4.7491 -0.8050 6.5521
C 3.0250 -2.9613 5.4839
C 5.5355 -3.3044 5.3989
C 5.0553 1.3665 4.7507
H 7.4242 -0.2452 5.3363
H 7.0384 -1.4422 4.0336
H 7.4218 0.3764 3.7581
H 4.3118 0.2875 2.2686
H 5.9885 -0.0681 2.0988
H 4.3776 -1.7236 1.3372
H 5.8535 -2.1587 2.1436
H 4.1492 -3.6549 3.1113
H 3.1074 -2.3424 3.1345
H 2.9364 -4.0042 5.1793
H 2.1148 -2.6134 4.9954
H 2.9011 -2.8042 6.5553
H 5.3899 -4.3802 5.4966
H 6.1384 -2.8971 6.2105
H 6.2791 -3.2676 4.6028
H 3.9839 1.4756 4.9189
H 5.7054 1.7019 5.5587
H 5.1352 2.0281 3.8881
H 5.5035 -1.3051 6.8721
*
```

***

No. 3
Here is C34H39F5N8O6S2Ta as an isolated structure from the OMol25 dataset. Energies are from ωB97M-V/def2-TZVPD.

HOMO level: -16.06 eV
lowest unoccupied orbital energy: -8.86 eV
ΔE to the lowest compared entry with this formula, charge and spin: 36.4 kJ/mol

```
! RIJCOSX wB97M-V def2-TZVPD def2/J DEFGRID3
* xyz 3 1
Ta -0.7915 0.5290 -0.8785
C -3.4934 1.4198 -2.5448
N -2.8670 0.1932 -1.9919
C -3.7637 -0.6167 -1.1315
C -3.5558 -0.1609 0.2683
N -2.3847 0.3349 0.6383
C -2.5203 0.7004 1.9919
C -1.6293 1.2811 2.8922
C -2.0854 1.5040 4.1745
C -3.3894 1.1586 4.5677
C -4.2789 0.5834 3.6862
C -3.8113 0.3677 2.3950
N -4.4341 -0.1699 1.2689
C -3.0763 2.5686 -1.6956
N -2.0393 2.4822 -0.8829
C -1.9916 3.7121 -0.1913
C -1.1862 4.1756 0.8508
C -1.4237 5.4493 1.3237
C -2.4381 6.2616 0.7916
C -3.2606 5.8095 -0.2165
C -3.0162 4.5224 -0.6811
N -3.6845 3.7539 -1.6288
H -3.1468 1.5576 -3.5697
H -4.5804 1.3260 -2.5757
H -2.5735 -0.3795 -2.7792
H -4.8065 -0.5317 -1.4406
H -3.4733 -1.6652 -1.2240
H -0.6206 1.5466 2.6082
H -1.4249 1.9566 4.9013
H -3.7004 1.3486 5.5854
H -5.2824 0.3143 3.9861
H -5.3812 -0.5186 1.2241
H -0.4144 3.5655 1.2934
H -0.8170 5.8348 2.1317
H -2.5828 7.2558 1.1904
H -4.0562 6.4219 -0.6181
H -4.4843 4.0437 -2.1725
C 1.0557 3.3186 -1.1819
O 0.5979 2.1436 -0.4186
H 1.9283 3.0334 -1.7654
H 1.2883 4.1049 -0.4696
H 0.2429 3.6171 -1.8297
H 1.2889 1.9287 0.2243
F 4.8676 -0.5297 -4.9066
C 3.6766 -0.1268 -4.5226
C 3.2647 -0.3419 -3.2129
F 4.0501 -0.9536 -2.3411
C 2.0103 0.0940 -2.8459
F 1.5787 -0.1254 -1.5571
C 1.1373 0.7195 -3.7064
S -0.4508 1.2910 -3.2035
C 1.5684 0.9250 -5.0117
F 0.7685 1.5306 -5.8764
C 2.8275 0.5088 -5.4217
F 3.2196 0.7156 -6.6594
C 4.1731 -5.4889 0.9419
C 4.7793 -4.1533 0.5363
S 3.7578 -2.7668 0.9309
O 4.4497 -1.5415 0.5985
O 2.4293 -2.9559 0.3738
C 3.5903 -2.7666 2.7115
C 3.0244 -1.4291 3.1844
N 1.7741 -1.0710 2.4739
C 1.6360 -0.1481 1.5047
N 0.4097 -0.2410 0.9367
C -0.2223 -1.2891 1.5723
C 0.5985 -1.7841 2.5082
N 0.2643 -2.8579 3.4153
O 1.0341 -3.0969 4.3191
O -0.7843 -3.4156 3.1876
C 2.7040 0.8449 1.1882
H 4.8194 -6.2904 0.5895
H 3.1886 -5.6239 0.4976
H 4.0934 -5.5892 2.0240
H 4.9045 -4.0625 -0.5458
H 5.7453 -3.9540 1.0024
H 4.5864 -2.8893 3.1396
H 2.9715 -3.6101 3.0093
H 3.7385 -0.6315 3.0138
H 2.8078 -1.4796 4.2470
H -1.2040 -1.6412 1.3347
H 2.5603 1.7800 1.7410
H 2.7766 1.0174 0.1165
H 3.6817 0.4473 1.4419
C -1.0415 -3.5940 -0.7438
C -0.8111 -2.5915 -1.8538
C 0.4792 -2.8182 -2.6043
O -0.7973 -1.2459 -1.2701
H -1.1661 -4.5823 -1.1857
H -1.9416 -3.3748 -0.1653
H -0.1791 -3.6259 -0.0767
H -1.6557 -2.5889 -2.5526
H 1.3254 -2.7816 -1.9173
H 0.6032 -2.0905 -3.4064
H 0.4421 -3.8083 -3.0593
*
```

***

No. 4
Here is C15H29N9STb as an isolated structure from the OMol25 dataset. Energies are from ωB97M-V/def2-TZVPD.

HOMO level (alpha / beta): -18.22 / -18.24 eV
<S²>: 12.69
lowest unoccupied orbital energy (alpha / beta): -9.78 / -9.51 eV
ΔE to the lowest compared entry with this formula, charge and spin: 0.0 kJ/mol

```
! RIJCOSX wB97M-V def2-TZVPD def2/J DEFGRID3
* xyz 3 7
Tb -0.2724 0.1482 0.9570
N -0.1383 -1.4117 5.2663
C 0.1951 -0.3978 4.4920
N -0.2291 -0.6535 3.2501
C -0.8200 -1.8930 3.3717
N -0.7864 -2.3801 4.5773
C -1.4209 -2.6006 2.2294
C -1.8285 -3.9253 2.3146
N -2.3859 -4.5381 1.2769
C -2.5261 -3.8389 0.1509
C -2.0754 -2.5341 0.0392
N -1.5228 -1.9161 1.0879
H 0.0357 -1.5273 6.2581
H 0.7259 0.4762 4.8367
H -1.7057 -4.4822 3.2363
H -2.9994 -4.3310 -0.6899
H -2.1635 -1.9881 -0.8917
C 3.4179 -2.3108 -4.5412
C 1.9478 -2.4908 -4.2019
N 1.6870 -2.3962 -2.7458
C 1.6140 -1.2832 -2.0458
S 1.5314 -1.4580 -0.3000
N 1.6191 -0.1042 -2.6678
C 1.8794 1.1949 -2.0432
C 3.3547 1.4989 -1.8665
H 3.5564 -2.3906 -5.6192
H 4.0256 -3.0799 -4.0656
H 3.8026 -1.3383 -4.2268
H 1.5866 -3.4712 -4.5020
H 1.3019 -1.7750 -4.7135
H 1.7032 -3.2500 -2.2080
H 1.7635 -0.1298 -3.6679
H 1.3801 1.1858 -1.0694
H 1.3785 1.9484 -2.6493
H 3.8388 0.7468 -1.2423
H 3.4905 2.4789 -1.4072
H 3.8599 1.5236 -2.8334
C 0.0322 3.3322 1.5095
C -1.3854 3.0971 0.9915
C -1.3747 2.8449 -0.5183
C -2.2840 4.2796 1.3178
N -1.8538 1.8493 1.7308
N -2.6943 0.9897 0.9338
H 0.5116 4.1541 0.9791
H 0.6940 2.4630 1.3549
H 0.0526 3.5479 2.5778
H -0.7674 3.6097 -0.9994
H -2.3686 2.8735 -0.9636
H -0.9481 1.8792 -0.8244
H -1.9887 5.1522 0.7336
H -2.2181 4.5461 2.3745
H -3.3284 4.0653 1.0752
H -2.3149 2.1333 2.5900
H -3.4014 1.5154 0.4252
H -3.1839 0.3615 1.5660
*
```

***

No. 5
Here is C6H9N5 in the gas phase from the OMol25 dataset. Energies are from ωB97M-V/def2-TZVPD.

HOMO level: -9.10 eV
SMILES string: C=C(C)c1nc(N)nc(N)n1
lowest unoccupied orbital energy: 0.82 eV
ΔE to the lowest compared entry with this formula, charge and spin: 0.0 kJ/mol

```
! RIJCOSX wB97M-V def2-TZVPD def2/J DEFGRID3
* xyz 0 1
C -2.1361 -1.4311 1.0262
C -0.8120 -1.3921 0.8739
C 0.1759 -2.3250 1.3926
C -0.2129 -0.1376 0.1999
N -1.1336 0.8400 -0.0425
C -0.5256 1.7566 -0.8356
N -1.2333 2.8707 -1.1324
N 0.7724 1.7912 -1.2128
C 1.5250 0.7979 -0.8745
N 2.8727 0.6511 -1.1276
N 1.1485 -0.1743 0.0261
H -2.5324 -2.2237 1.7030
H -2.7320 -0.7041 0.4694
H 0.9589 -1.9175 2.0561
H -0.3310 -3.1063 1.9683
H 0.7576 -2.7881 0.5991
H -2.2611 2.9934 -1.0681
H -0.8087 3.5588 -1.7474
H 3.0944 -0.0677 -0.3951
H 3.4131 1.0076 -1.8787
*
```

***

No. 6
Here is C43H31ErIPS as an isolated structure from the OMol25 dataset. Energies are from ωB97M-V/def2-TZVPD.

HOMO level (alpha / beta): -4.84 / -4.86 eV
<S²>: 3.76
lowest unoccupied orbital energy (alpha / beta): -1.18 / -1.17 eV
ΔE to the lowest compared entry with this formula, charge and spin: 0.0 kJ/mol

```
! RIJCOSX wB97M-V def2-TZVPD def2/J DEFGRID3
* xyz 0 4
Er -0.3510 -0.3339 -0.7646
I -1.6974 1.4442 1.5270
C -3.8157 1.0365 1.1243
C -4.5437 2.1908 0.9001
C -5.9322 2.1391 0.9081
C -6.5660 0.9562 1.2046
C -5.8374 -0.2349 1.3958
C -6.5118 -1.4259 1.7343
C -5.8308 -2.6132 1.9050
C -4.4695 -2.6537 1.6674
C -3.7484 -1.4975 1.3530
P -2.0286 -1.7922 0.8675
C -2.1600 -3.1706 -0.3389
C -2.0124 -4.5241 -0.0692
C -2.1009 -5.4403 -1.1026
C -2.3066 -5.0157 -2.4052
C -2.4536 -3.6654 -2.6843
C -2.3969 -2.7517 -1.6514
C -1.2798 -2.5727 2.3304
C -0.0269 -3.1725 2.1905
C 0.5884 -3.7295 3.2950
C -0.0186 -3.6719 4.5392
C -1.2460 -3.0467 4.6823
C -1.8721 -2.4862 3.5843
C -4.4038 -0.2348 1.2771
H -4.0376 3.1304 0.7450
H -6.5019 3.0383 0.7327
H -7.6409 0.9231 1.3040
H -7.5836 -1.3870 1.8596
H -6.3539 -3.5116 2.1975
H -3.9340 -3.5915 1.7307
H -1.8085 -4.8532 0.9400
H -2.0077 -6.4937 -0.8887
H -2.3672 -5.7321 -3.2091
H -2.6103 -3.3263 -3.6970
H -2.5973 -1.6948 -1.8438
H 0.4537 -3.1979 1.2173
H 1.5491 -4.2078 3.1887
H 0.4652 -4.1097 5.3993
H -1.7165 -2.9934 5.6512
H -2.8237 -1.9855 3.6938
C 1.5653 -1.5092 -0.6138
C 2.4739 -1.6565 -1.4313
C 3.4842 -1.6927 -2.3942
C 3.4724 -0.5314 -3.2524
C 2.8113 0.6536 -2.8555
C 2.7167 1.7469 -3.6886
C 3.2846 1.7201 -4.9532
C 3.9259 0.5657 -5.3732
C 4.0110 -0.5371 -4.5501
C 4.2977 -2.8750 -2.4852
C 5.5371 -2.9326 -3.1445
C 6.2620 -4.1059 -3.1986
C 5.7966 -5.2553 -2.5789
C 4.6009 -5.2090 -1.8749
C 3.8657 -4.0465 -1.8285
H 2.3964 0.7353 -1.8449
H 2.2052 2.6397 -3.3487
H 3.2221 2.5854 -5.5971
H 4.3548 0.5233 -6.3657
H 4.4660 -1.4395 -4.9250
H 5.9495 -2.0357 -3.5823
H 7.2128 -4.1242 -3.7160
H 6.3627 -6.1737 -2.6301
H 4.2486 -6.0949 -1.3611
H 2.9311 -4.0210 -1.2818
S -1.7767 0.9767 -2.4672
C -1.6488 -0.1814 -3.7789
C -2.7388 -0.3647 -4.6300
C -2.6669 -1.2708 -5.6711
C -1.5081 -2.0033 -5.8815
C -0.4153 -1.8175 -5.0489
C -0.4810 -0.9173 -4.0012
H -3.6376 0.2089 -4.4622
H -3.5191 -1.4073 -6.3227
H -1.4626 -2.7161 -6.6892
H 0.4989 -2.3681 -5.2145
H 0.4097 -0.7482 -3.3858
*
```